Entry 1:
# C5H7N

C5H7N in the gas phase (the ωB97M-V functional and the def2-TZVPD basis, the OMol25 dataset).

Properties
HOMO energy (alpha / beta)   -6.90 / -6.98 eV
Multiplicity   1
LUMO (alpha / beta)   0.2 / 0.4 eV
Orbital gap (alpha / beta)   0.2623 / 0.2711 hartree
Energy   -6784.065 eV

Geometry as XYZ:
```
13
Properties=species:S:1:pos:R:3:mulliken_charge:R:1
C -1.2001 -0.1047 1.0545 -0.89
N -0.4993 0.3446 -0.1563 0.04
C -0.8285 1.4743 -0.7553 -0.57
C 0.3987 -0.4681 -0.7978 -0.85
C 1.5742 -0.9568 -0.1927 -0.41
C 2.6504 -1.3415 0.2121 0.24
H -0.6082 -0.8880 1.5337 0.28
H -2.1700 -0.5225 0.7615 0.30
H -1.3532 0.7321 1.7420 0.37
H -1.8254 1.8860 -0.6733 0.29
H -0.0882 1.9194 -1.4047 0.36
H 0.3370 -0.4267 -1.8781 0.42
H 3.6125 -1.6482 0.5543 0.41
```

---

Entry 2:
# C20H40BrF3N5O4

5 unconnected molecules or ions with the total composition C20H40BrF3N5O4 at a distorted geometry (the ωB97M-V functional and the def2-TZVPD basis, the OMol25 dataset).

Properties
Charge   +1
HOMO energy   -10.96 eV
Multiplicity   1
LUMO   -5.2 eV
Orbital gap   0.2107 hartree
Energy   -115217.128 eV

Geometry as XYZ:
```
73
Properties=species:S:1:pos:R:3:mulliken_charge:R:1
F -4.7657 -1.2166 -3.5322 -0.22
C -4.2890 0.0589 -3.9057 0.69
F -3.6442 -0.1343 -5.1542 -0.23
F -5.2909 1.0096 -3.9586 -0.19
C -3.1252 0.3984 -2.8603 0.27
N -1.9478 0.7945 -3.2804 0.00
C -1.0638 0.9882 -2.0796 -0.72
C -1.7491 0.1674 -0.9085 0.25
C -1.4354 -1.3971 -0.7244 -0.68
C -0.8263 -2.1281 -2.0104 -0.55
C 0.7218 -2.5204 -1.8846 -0.67
Br 1.8091 -1.0843 -1.0275 -0.21
C -3.3105 0.2827 -1.2817 -0.87
H -1.5838 0.9364 -4.2327 0.29
H 0.0576 0.8167 -2.2643 0.29
H -1.0655 2.1074 -1.8123 0.37
H -1.4873 0.6040 0.1107 0.45
H -2.4366 -1.9054 -0.4925 0.35
H -0.7627 -1.5410 0.1782 0.28
H -0.9586 -1.5720 -2.9914 0.13
H -1.4063 -3.1138 -2.1286 0.38
H 0.7707 -3.5151 -1.3369 0.38
H 1.1190 -2.6008 -2.9567 0.45
H -4.0389 -0.4842 -0.8756 0.40
H -3.6663 1.3294 -0.9826 0.34
C 3.3990 -2.6031 2.7473 -0.82
C 2.0136 -3.1569 2.5667 0.68
O 1.6565 -3.6996 1.5252 -0.69
N 1.1426 -3.0423 3.6055 -0.15
C 1.3704 -2.4409 4.9033 -0.74
H 3.9750 -2.7694 1.8363 0.33
H 3.3541 -1.5265 2.9390 0.15
H 3.9018 -3.1121 3.5721 0.34
H 0.2335 -3.4369 3.4122 0.24
H 1.1977 -3.2002 5.6692 0.30
H 0.6506 -1.6301 5.0379 0.24
H 2.3801 -2.0482 5.0033 0.26
C 4.8162 1.4919 5.6487 -1.45
C 4.5458 0.9930 4.2557 0.63
O 3.9054 -0.0328 4.0432 -0.58
N 5.0337 1.7139 3.2114 -0.13
C 5.8052 2.9390 3.2498 -0.89
H 4.3646 0.8126 6.3708 0.25
H 5.8923 1.5255 5.8324 0.45
H 4.3769 2.4804 5.7842 0.47
H 4.8112 1.3155 2.3104 0.20
H 5.2563 3.7083 2.7023 0.28
H 6.7595 2.7600 2.7504 0.33
H 5.9871 3.2790 4.2666 0.34
C -5.1108 -1.2420 -10.4315 -1.17
C -3.6280 -1.4271 -10.2507 0.73
O -2.9431 -2.0177 -11.0702 -0.63
N -3.0498 -0.9109 -9.1286 -0.13
C -3.6797 -0.1848 -8.0476 -0.81
H -5.4199 -1.7061 -11.3675 0.29
H -5.6523 -1.7210 -9.6129 0.34
H -5.3546 -0.1784 -10.4758 0.33
H -2.0547 -1.0756 -9.0797 0.21
H -3.2086 0.7992 -7.9761 0.23
H -3.5044 -0.7318 -7.1228 0.32
H -4.7498 -0.0638 -8.2004 0.32
C 1.6729 2.6800 5.0140 -0.52
C 1.4621 2.8192 6.4990 0.72
O 2.3962 2.8433 7.2890 -0.66
N 0.1845 2.9201 6.9563 -0.18
C -1.0450 2.9125 6.1932 -0.83
H 2.7409 2.6109 4.8052 -0.39
H 1.1904 1.7703 4.6504 0.29
H 1.2755 3.5552 4.4951 0.43
H 0.1247 3.0102 7.9606 0.24
H -1.5749 3.8480 6.3854 0.30
H -1.6595 2.0785 6.5393 0.28
H -0.8657 2.8111 5.1252 0.31
```

---

Entry 3:
# C5H10OS2

C5H10OS2 in the gas phase at a distorted geometry (the ωB97M-V functional and the def2-TZVPD basis, the OMol25 dataset).

Properties
HOMO energy   -8.86 eV
Multiplicity   1
LUMO   -0.4 eV
Orbital gap   0.3093 hartree
Structure (SMILES)   CO[C@](C)(C=S)SC
Energy   -29063.475 eV

Geometry as XYZ:
```
18
Properties=species:S:1:pos:R:3:mulliken_charge:R:1
C -0.4481 -0.0058 2.0076 -0.67
O -0.4756 1.0575 1.0422 -0.36
C -0.0465 0.6325 -0.2480 1.01
C -0.0535 1.9575 -1.0311 -1.60
C -1.0553 -0.2489 -0.9520 -0.49
S -2.5255 -0.6808 -0.4475 -0.17
S 1.6807 -0.0312 -0.3088 -0.05
C 1.3172 -1.8374 -0.3230 -0.76
H -1.1243 0.4183 2.7579 0.27
H -0.8123 -0.9187 1.5730 0.29
H 0.5342 -0.2746 2.5034 0.23
H -1.0522 2.4260 -1.0366 0.38
H 0.5201 2.7159 -0.4887 0.41
H 0.3867 1.9319 -2.0513 0.38
H -0.7117 -0.4925 -2.0011 0.26
H 0.9600 -2.1369 -1.3182 0.29
H 2.2978 -2.3875 -0.1010 0.32
H 0.6084 -2.1253 0.4232 0.26
```

---

Entry 4:
# C4H7NO2

C4H7NO2 in the gas phase at a distorted geometry (the ωB97M-V functional and the def2-TZVPD basis, the OMol25 dataset).

Properties
HOMO energy   -8.90 eV
Multiplicity   1
LUMO   0.8 eV
Orbital gap   0.3559 hartree
Structure (SMILES)   C=C(O)C(=C)NO
Energy   -9843.536 eV

Geometry as XYZ:
```
14
Properties=species:S:1:pos:R:3:mulliken_charge:R:1
C 1.0098 1.5810 0.4100 -1.15
C 0.0979 0.9176 -0.2942 0.71
O -0.9084 1.6284 -0.9832 -0.49
C -0.1074 -0.5239 -0.3142 0.69
C -0.5667 -1.2539 -1.3297 -1.18
N 0.4094 -1.1526 0.8963 -0.31
O -0.2492 -0.7592 2.0964 -0.40
H 1.7590 1.0615 0.9791 0.43
H 1.0304 2.6555 0.4019 0.28
H -1.4498 1.0332 -1.5156 0.28
H -0.8128 -0.8090 -2.2785 0.26
H -0.6522 -2.3245 -1.2475 0.26
H 0.3258 -2.1639 0.8600 0.29
H 0.1141 0.1097 2.3192 0.34
```

---

Entry 5:
# C31H66N4O25

11 unconnected molecules or ions with the total composition C31H66N4O25 at a distorted geometry (the ωB97M-V functional and the def2-TZVPD basis, the OMol25 dataset).

Properties
HOMO energy   -8.82 eV
Multiplicity   1
LUMO   0.0 eV
Orbital gap   0.3249 hartree
Structure (SMILES)   COC(=O)OC.COC(=O)OC.COC(=O)OC.COC(=O)OC.COC(=O)OC.COC(=O)OC.COC(=O)OC.CNC(C)=O.CNC(C)=O.CC(N)=O.CC(N)=O
Energy   -90361.396 eV

Geometry as XYZ:
```
126
Properties=species:S:1:pos:R:3:mulliken_charge:R:1
C -2.9082 -8.0777 6.5013 -0.61
O -3.5743 -8.7812 5.4484 -0.37
C -4.5645 -8.0962 4.6921 0.56
O -4.8688 -6.9495 4.7813 -0.35
O -5.1362 -8.9321 3.8392 -0.36
C -6.4789 -8.7908 3.5015 -0.35
H -3.4513 -7.1921 6.8309 0.21
H -1.9541 -7.6557 6.1856 0.29
H -2.6215 -8.6967 7.3514 0.30
H -6.5411 -7.7414 3.2135 0.06
H -7.1402 -8.9711 4.3489 0.33
H -6.8655 -9.4541 2.7277 0.25
C -11.2214 -9.8479 6.4538 -0.65
O -10.8128 -9.6113 5.1565 -0.12
C -11.6156 -9.9599 4.0464 0.67
O -12.7615 -10.4585 4.0844 -0.62
O -10.8592 -9.7709 2.9407 -0.12
C -11.3250 -10.0815 1.6755 -0.36
H -12.0308 -9.1781 6.7444 0.15
H -10.3346 -9.6200 7.0451 0.27
H -11.7031 -10.8085 6.6365 0.31
H -10.4582 -9.7297 1.1159 -0.01
H -12.3160 -9.6688 1.4867 0.23
H -11.5643 -11.1312 1.5054 0.30
C -14.2778 -2.6854 5.9503 -0.36
O -15.4880 -1.9049 6.0122 -0.34
C -15.7355 -0.9169 5.1768 0.71
O -15.1458 -0.7535 4.1705 -0.54
O -16.7962 -0.1975 5.5939 -0.34
C -17.2475 0.9570 4.9296 -0.66
H -14.4511 -3.4808 5.2255 0.06
H -14.1915 -3.2404 6.8844 0.16
H -13.3583 -2.1113 5.8363 0.41
H -18.2412 0.5518 4.7385 0.25
H -16.8089 1.1761 3.9561 0.33
H -17.2965 1.8565 5.5433 0.24
C -11.3671 -5.9260 5.2180 -0.20
O -10.3171 -5.0021 4.9963 -0.18
C -9.2757 -5.3531 4.1216 0.58
O -9.0642 -6.4612 3.6299 -0.44
O -8.3576 -4.3273 3.9612 -0.38
C -7.1140 -4.5193 3.3235 0.23
H -11.0663 -6.5020 6.0931 0.43
H -11.5818 -6.6346 4.4180 -0.19
H -12.2401 -5.3069 5.4245 0.02
H -6.5438 -3.5930 3.3945 -0.45
H -7.4591 -4.6202 2.2945 0.42
H -6.5667 -5.2977 3.8551 0.01
C -7.2377 -10.5826 -0.9358 -0.71
O -7.1421 -9.2242 -0.6166 -0.30
C -8.2405 -8.5000 -0.6106 0.73
O -9.3935 -8.9127 -0.8593 -0.66
O -7.9135 -7.2664 -0.1611 -0.12
C -8.9285 -6.3523 0.0416 -0.85
H -7.7450 -11.1757 -0.1749 0.28
H -6.2294 -10.9904 -1.0085 0.26
H -7.8377 -10.6781 -1.8408 0.33
H -8.5854 -5.3284 -0.1069 0.40
H -9.4883 -6.5584 0.9539 0.15
H -9.6996 -6.5308 -0.7078 0.47
C -2.3885 -1.4457 2.0596 -0.84
O -2.7272 -2.8157 1.6178 -0.32
C -3.6956 -3.0882 0.7823 0.88
O -4.2847 -2.2393 0.1502 -0.61
O -3.8350 -4.4209 0.6279 -0.35
C -4.8839 -5.0439 -0.2338 -0.40
H -1.3132 -1.3509 1.9086 0.35
H -2.4667 -1.1667 3.1104 0.29
H -2.9335 -0.6808 1.5063 0.38
H -5.8717 -4.7912 0.1516 0.06
H -4.6791 -6.1133 -0.2828 0.20
H -4.9198 -4.4582 -1.1523 0.40
C -13.4079 -5.7992 9.9538 -0.35
O -13.2015 -4.4686 10.2455 -0.38
C -12.2044 -3.6296 9.6371 0.79
O -12.2826 -2.3749 9.6656 -0.58
O -11.3922 -4.3409 8.8601 -0.31
C -10.5351 -3.6475 7.8830 -0.48
H -12.5793 -6.2720 9.4266 0.26
H -14.2148 -5.9081 9.2292 0.01
H -13.7274 -6.2641 10.8865 0.33
H -11.0889 -3.1827 7.0673 0.24
H -9.8918 -4.4113 7.4461 0.02
H -9.8232 -3.0162 8.4147 0.47
C -6.8386 -3.5949 6.8426 -1.50
N -5.6588 -3.9531 6.0818 0.13
C -4.7104 -3.1014 5.6721 0.49
C -3.5539 -3.8441 4.9470 -0.54
O -4.7934 -1.9103 5.7081 -0.66
H -7.6055 -2.9523 6.4102 0.36
H -6.4530 -3.2223 7.7916 0.58
H -7.3073 -4.4933 7.2443 0.42
H -5.5593 -4.9436 6.2526 0.21
H -3.2855 -4.8376 5.3061 0.12
H -2.5990 -3.3236 4.8737 0.42
H -3.9090 -4.1983 3.9793 0.01
C -14.5778 -7.3976 3.1532 -1.04
N -13.5673 -6.4867 2.7017 0.10
C -13.6052 -5.1362 2.5372 0.73
C -12.3373 -4.5713 1.8455 -0.57
O -14.4722 -4.3429 2.7744 -0.60
H -15.6022 -7.0269 3.1883 0.35
H -14.4326 -7.8591 4.1299 0.27
H -14.7091 -8.0853 2.3178 0.40
H -12.6832 -6.9472 2.5393 -0.01
H -12.6705 -4.0524 0.9467 0.44
H -11.5258 -5.2755 1.6620 -0.18
H -12.0075 -3.8877 2.6278 0.18
C -5.4192 0.2873 3.1179 -0.29
C -6.0804 1.0266 4.2479 0.51
N -6.5828 0.1978 5.1392 -0.20
O -6.4407 2.2143 4.1212 -0.70
H -5.7188 0.5460 2.1023 0.45
H -5.5433 -0.7896 3.2314 -0.16
H -4.3612 0.5494 3.1196 0.15
H -7.1032 0.4401 5.9702 0.22
H -6.1960 -0.7255 5.0050 0.05
C -16.8318 -5.6005 5.9107 -1.26
C -15.6416 -6.4555 6.4547 0.67
N -15.7286 -7.6837 6.5096 -0.25
O -14.6321 -5.9091 6.9262 -0.56
H -16.6388 -5.1173 4.9529 0.22
H -16.8935 -4.7682 6.6118 0.27
H -17.7531 -6.1808 5.9629 0.57
H -16.5902 -8.1046 6.1922 0.19
H -15.0301 -8.1953 7.0297 0.23
```

---

Q: Number 3 is which compound?
A: C5H10OS2